No. 1
Molecular formula: C18H16N4O4
Method: DFT, ωB97M-V with the def2-TZVPD basis set

Results
net charge: 0
orbital gap: 0.2959 Ha
energy relative to the best compared isomer or geometry (same formula, charge and spin): 1556.3 kJ/mol
LUMO: -0.56 eV

Each line ends with the Löwdin charge.
Element x y z (Å)
N1 0.75485 -0.38896 -0.01078  0.13
N2 4.00241 -1.32973 -0.78172  0.19
H1 4.35501 2.95985 0.25308  0.19
H2 -1.32928 -1.97010 2.05383  0.17
H3 -2.63205 -1.29393 -1.74556  -0.02
N3 2.06958 -0.28962 -0.29729  0.05
H4 6.67829 -1.16629 -0.68427  0.11
C1 2.78826 -1.56062 -0.55004  -0.60
C2 -5.28234 0.09636 -0.25623  -0.11
H5 -7.48123 0.58499 2.37099  0.19
H6 0.17146 -0.26779 -0.62932  0.02
O1 2.07467 -2.33312 -0.70981  0.27
C3 -5.72896 0.09605 0.98218  -0.07
C4 -7.84715 0.99244 -0.08698  -0.14
C5 4.87236 -0.46896 -0.58251  -0.10
C6 6.23634 2.01507 0.07345  -0.08
C7 -3.67366 -0.34745 -0.56963  -0.23
C8 4.97096 1.90278 0.13059  -0.13
H7 -1.39957 0.14573 2.15209  0.25
C9 6.94433 0.84723 -0.51789  -0.05
C10 -5.99502 0.45807 -1.45971  0.00
H8 8.02344 0.96335 -0.43399  0.12
C11 6.25884 -0.20942 -0.56105  -0.09
H9 -4.09603 -1.36150 -2.29573  0.12
C12 -3.32744 -0.76408 -1.84759  0.00
H10 4.57936 -2.11874 -1.15161  0.22
H11 -5.18224 -0.17284 1.75201  0.06
C13 -7.23677 1.06602 -1.21132  -0.15
C14 -1.08464 -1.02021 1.38930  -0.22
O2 2.04719 1.93630 0.43332  0.01
C15 -7.04622 0.68308 1.06056  -0.02
O3 1.08894 -1.07910 2.43302  0.03
C16 2.84344 1.02937 -0.03442  -0.27
H12 -7.80996 1.58131 -2.03202  0.13
H13 -8.80145 1.36513 0.02315  0.08
N4 -2.92632 -0.25550 0.44123  0.11
O4 -1.71305 -0.81072 0.26818  -0.13
H14 -5.59235 0.54711 -2.43036  0.09
C17 0.34297 -0.83920 1.42059  -0.30
C18 4.15734 0.84791 -0.04940  -0.08
H15 -3.22250 0.18080 -2.27678  0.12
H16 6.76133 3.04212 0.26428  0.14

=====

No. 2
Molecular formula: C29H60O15S7
Method: DFT, ωB97M-V with the def2-TZVPD basis set

Results
net charge: 0
orbital gap: 0.3733 Ha
LUMO: 0.25 eV

Each line ends with the Löwdin charge.
Element x y z (Å)
O1 2.83115 5.46426 -4.11739  -0.30
S1 1.80952 4.74089 -3.43918  0.62
C1 0.66744 -5.25717 3.21812  -0.24
H1 -0.05498 5.04779 2.66539  0.08
C2 -1.20226 3.71325 4.03861  -0.20
H2 2.55167 -4.04283 -6.56105  0.13
H3 3.69845 6.16190 -1.63914  0.09
H4 2.35846 0.30244 6.41353  0.13
H5 -1.12680 4.31963 4.97830  0.13
C3 -2.66271 2.81663 -4.20191  -0.18
H6 0.47517 -4.15816 0.71790  0.11
C4 1.57252 -5.39692 2.07460  -0.25
H7 -2.13382 3.76511 -4.33269  0.12
O2 3.24531 -2.32949 -2.79106  -0.33
H8 1.43546 -5.50987 -0.02884  0.12
C5 -4.35610 1.51078 -3.10771  -0.26
C6 1.81355 -1.21095 -4.68386  -0.20
H9 2.06030 -6.38845 2.05057  0.13
O3 -0.17976 1.86635 1.43033  -0.35
H10 4.50587 4.02328 -1.80301  0.11
O4 -0.38129 0.63567 4.71447  -0.34
C7 2.55094 3.40529 -2.59496  -0.25
H11 -3.71115 0.10849 2.46581  0.11
C8 2.41166 -1.27632 3.29254  -0.18
C9 2.90562 5.54638 -1.27607  -0.18
H12 -2.64600 -1.72387 3.58553  0.12
H13 1.70409 -1.12874 -1.31337  0.06
O5 -0.70282 -7.52766 3.29903  -0.32
H14 0.62556 -0.55597 2.49634  0.04
S2 3.44743 -1.60286 -4.01453  0.66
C10 3.10660 -0.85671 4.60759  -0.25
C11 -4.29256 -1.91457 2.26082  -0.23
H15 0.00728 -1.48016 -0.81264  0.07
H16 4.30975 -2.31532 -5.97223  0.10
C12 1.47690 -2.36169 -5.63199  -0.21
C13 2.07914 -0.24711 5.47455  -0.25
H17 1.38795 -1.03951 5.83521  0.11
H18 4.55994 -3.46811 -4.69450  0.10
S3 -1.94021 -2.38047 1.57047  0.67
H19 0.45766 -2.79751 -5.51992  0.12
H20 1.05476 -0.77473 0.32736  0.07
H21 1.94975 0.65903 2.23630  0.11
C14 -4.07130 2.87691 -3.62361  -0.24
H22 1.75105 -2.13469 3.33130  0.09
H23 -2.82484 -1.25455 -0.16296  0.09
H24 -4.13139 3.66849 -2.80287  0.14
H25 2.29156 -4.62813 2.08124  0.10
H26 2.28160 -4.21550 -4.72554  0.12
H27 -1.07570 2.63227 4.38573  0.09
H28 3.24480 -1.45020 2.52956  0.14
S4 -2.91105 0.89231 -2.31987  0.72
C15 -0.47902 -6.10433 1.01424  -0.20
S5 -0.86867 3.15646 1.46496  0.69
H29 3.41931 3.53251 -0.60311  0.10
C16 1.49008 -0.06271 2.93109  -0.27
C17 -3.06073 -2.44555 2.88363  -0.25
O6 -0.59161 -2.18442 2.04653  -0.34
H30 -4.63284 -2.54796 1.40535  0.14
S6 1.03216 0.78735 4.40311  0.73
O7 0.53466 0.48462 -1.24789  -0.13
H31 1.05882 -5.46936 4.18598  0.11
H32 1.15093 -1.15984 -3.74064  0.13
S7 -0.77787 -6.18968 2.80052  0.68
H33 0.30064 -4.25089 3.14886  0.08
H34 0.86188 3.68193 2.93446  0.09
H35 -1.39079 -5.80789 0.55149  0.08
O8 4.36919 -0.49597 -4.16995  -0.32
O9 -0.92867 3.84897 0.21638  -0.31
H36 -0.20186 -7.14130 0.83267  0.10
C18 -2.57912 3.79724 3.37583  -0.21
O10 -2.07282 -3.53097 0.66985  -0.31
H37 0.11381 0.94326 -0.51392  0.03
O11 -2.70265 -0.51539 -2.66666  -0.33
H38 -2.76624 4.79592 3.09448  0.10
O12 0.61419 4.39054 -4.15415  -0.33
C19 -3.85812 -0.60611 1.65110  -0.20
H39 -2.38839 1.85595 2.54716  0.08
H40 -1.76264 -0.16044 0.82526  0.09
H41 -3.28824 2.96932 1.34932  0.12
C20 2.51882 -3.50964 -5.55920  -0.22
H42 3.93560 -0.13158 4.34474  0.14
H43 -4.84039 3.27852 -4.34268  0.13
H44 -5.01801 -1.67999 3.05144  0.13
H45 -1.09104 1.23250 -3.62037  0.11
H46 -4.70554 0.82147 -3.90280  0.13
O13 -2.05603 -5.57140 3.12238  -0.33
C21 0.77338 -5.25005 0.79323  -0.20
O14 -2.81267 1.39190 -0.91478  -0.35
H47 3.12209 2.84374 -3.38710  0.13
C22 3.82689 -2.87587 -5.19799  -0.26
H48 3.51831 -1.77415 4.96274  0.10
C23 -0.18824 4.04439 2.93170  -0.19
H49 -4.59500 -0.25734 0.92634  0.12
H50 2.79356 5.69852 -0.20581  0.10
H51 1.80133 2.70151 -2.24867  0.09
H52 1.50675 -2.12763 -6.69004  0.10
C24 -2.51140 2.86675 2.13821  -0.21
H53 -1.30555 2.55325 -2.52095  0.08
H54 -3.09267 -3.42582 3.35330  0.10
H55 -5.07420 1.58057 -2.33395  0.09
H56 1.94160 -0.29504 -5.18245  0.08
H57 0.69525 5.15232 -1.34428  0.08
C25 -2.56669 -0.91538 0.84271  -0.22
C26 1.47813 5.68132 -1.91233  -0.19
H58 1.12320 6.71695 -2.04995  0.11
H59 -2.75862 2.22195 -5.08353  0.11
O15 1.71855 2.12198 4.44160  -0.36
C27 -1.83127 1.94565 -3.23341  -0.23
C28 3.43718 4.04582 -1.55117  -0.19
H60 -3.40590 3.42045 3.97799  0.12
C29 0.84301 -0.80589 -0.75120  -0.12